{
  "formula": "C44H51AsBaClF4N3O4Si2Te",
  "method": "ωB97M-V/def2-TZVPD",
  "species": ["Ba", "C", "N", "C", "C", "C", "N", "C", "C", "F", "C", "F", "C", "C", "F", "C", "F", "H", "H", "H", "H", "H", "H", "H", "H", "H", "H", "H", "O", "C", "O", "C", "C", "C", "N", "C", "C", "C", "O", "O", "H", "H", "H", "Cl", "C", "H", "H", "C", "C", "C", "C", "C", "C", "As", "C", "C", "C", "C", "C", "C", "C", "C", "C", "C", "C", "C", "H", "H", "H", "H", "H", "H", "H", "H", "H", "H", "H", "H", "H", "C", "Si", "C", "C", "C", "Te", "C", "Si", "C", "C", "C", "H", "H", "H", "H", "H", "H", "H", "H", "H", "H", "H", "H", "H", "H", "H", "H", "H", "H", "H", "H", "H", "H"],
  "coordinates": [[-1.126138, 0.076549, -0.597466], [3.392141, -1.049259, -1.375980], [3.105586, -1.137818, 0.041130], [3.935825, -2.136332, 0.674753], [3.191554, 0.169194, 0.689487], [1.904849, 0.980008, 0.509563], [0.812695, 0.453232, 1.292011], [0.697426, 0.712342, 2.578462], [-0.399507, 0.093270, 3.265959], [-1.210909, -0.709606, 2.530964], [-0.642455, 0.246118, 4.600576], [-1.695451, -0.399464, 5.161646], [0.157255, 1.039361, 5.416692], [1.227972, 1.648734, 4.789348], [2.053651, 2.427351, 5.528904], [1.506022, 1.503670, 3.447603], [2.603093, 2.153529, 2.970934], [4.443362, -0.771371, -1.571399], [2.754966, -0.304674, -1.852537], [3.200863, -2.010176, -1.858244], [5.017421, -1.914884, 0.598671], [3.764370, -3.109303, 0.205118], [3.683141, -2.216027, 1.733649], [4.057715, 0.737315, 0.305683], [3.361453, 0.022054, 1.756885], [1.631900, 0.942387, -0.552383], [2.107682, 2.036712, 0.713193], [-0.054380, 1.175045, 6.465399], [2.936723, 1.513572, -7.082485], [2.213290, 2.348414, -6.499383], [1.988461, 3.542468, -6.758561], [1.470374, 1.787432, -5.257187], [1.481397, 0.423959, -5.001053], [0.821040, -0.057776, -3.886210], [0.168634, 0.716599, -3.023143], [0.141829, 2.037240, -3.260770], [0.777644, 2.598184, -4.362358], [-0.626962, 2.947667, -2.286069], [-0.570432, 4.161707, -2.457364], [-1.265967, 2.341169, -1.369357], [2.019112, -0.233861, -5.671132], [0.830733, -1.123736, -3.669362], [0.732718, 3.664893, -4.527691], [-5.382132, -0.638443, -0.642026], [-3.838637, -0.534902, -1.802647], [-4.136954, 0.342910, -2.392192], [-4.080008, -1.390055, -2.444856], [3.012924, -6.714618, -2.032068], [2.254926, -6.699321, -0.870215], [1.420412, -5.625524, -0.594465], [1.342770, -4.551190, -1.475256], [2.114577, -4.569750, -2.635499], [2.939018, -5.649260, -2.918103], [0.252833, -2.964954, -1.147047], [-1.404892, -3.453799, -2.034594], [-1.665251, -3.381854, -3.392906], [-2.928997, -3.722665, -3.856723], [-3.920858, -4.099836, -2.962050], [-3.669810, -4.146390, -1.600067], [-2.400380, -3.834117, -1.125691], [-1.980332, -3.827069, 0.283939], [-2.774768, -4.143257, 1.382439], [-2.230939, -4.099362, 2.657279], [-0.909689, -3.723562, 2.858666], [-0.115281, -3.371507, 1.775705], [-0.651104, -3.439207, 0.498734], [3.664199, -7.553790, -2.244359], [2.311271, -7.528190, -0.174880], [0.823577, -5.618606, 0.310347], [2.080953, -3.730977, -3.323260], [3.530501, -5.649105, -3.825003], [-0.906112, -3.041541, -4.087524], [-3.150967, -3.661899, -4.914638], [-4.914415, -4.325580, -3.328598], [-4.468653, -4.394257, -0.912799], [-3.817195, -4.403432, 1.248655], [-2.856922, -4.331990, 3.510091], [-0.514527, -3.656590, 3.864629], [0.893579, -3.003194, 1.925488], [-6.729343, 0.907966, 2.692925], [-5.135932, 0.459429, 3.590962], [-5.480510, 0.432915, 5.455625], [-4.529124, -1.232755, 3.042560], [-3.812241, 1.765234, 3.296503], [-3.327449, 2.102825, 1.241861], [-1.685191, 3.394325, 1.696301], [-2.051919, 5.224092, 1.671005], [-3.381335, 5.609684, 2.969274], [-2.635038, 5.780605, -0.025013], [-0.458501, 6.133248, 2.136810], [-7.489445, 0.141263, 2.869816], [-6.573288, 0.978529, 1.613559], [-7.127558, 1.864043, 3.045026], [-6.256574, -0.298375, 5.700263], [-5.818126, 1.411355, 5.807994], [-4.578714, 0.167251, 6.013429], [-5.227983, -2.013866, 3.359939], [-3.547540, -1.455247, 3.468253], [-4.450591, -1.277347, 1.953881], [-2.897460, 1.448425, 3.803321], [-4.121507, 2.719591, 3.728609], [-0.930997, 3.150826, 0.944402], [-1.315271, 3.066440, 2.672704], [-4.309051, 5.081468, 2.733962], [-3.605338, 6.680172, 2.992629], [-3.065492, 5.310322, 3.972533], [-3.677071, 5.502774, -0.199200], [-2.026672, 5.323363, -0.812653], [-2.553368, 6.868245, -0.115035], [-0.061907, 5.771269, 3.089045], [-0.625706, 7.210833, 2.225844], [0.305649, 5.972963, 1.372311]],
  "atomic_forces_ev_per_a": [[-0.5051, -0.7430, 0.1424], [0.0151, 0.0225, -0.0224], [-0.0440, -0.0254, 0.0746], [0.0486, -0.0158, -0.0195], [0.0028, 0.0016, -0.1424], [0.2698, 0.1640, 0.3014], [-0.2711, -0.0261, -0.4243], [-0.0232, -0.1392, 0.2070], [0.1327, 0.0533, -0.0252], [-0.0711, 0.1459, 0.0382], [0.0128, 0.0087, 0.1241], [-0.0022, -0.0091, -0.0831], [-0.0171, 0.0027, -0.0263], [-0.0283, -0.0161, 0.0568], [-0.0209, -0.0190, -0.0464], [-0.0671, 0.0087, 0.0330], [-0.0140, -0.0313, -0.0128], [0.0039, 0.0051, 0.0146], [0.0083, -0.0217, -0.0060], [0.0040, -0.0025, 0.0078], [-0.0094, 0.0223, -0.0072], [0.0073, 0.0042, 0.0042], [-0.0179, 0.0036, -0.0093], [0.0021, -0.0012, -0.0138], [-0.0464, -0.0252, 0.0277], [-0.0553, -0.0245, -0.0716], [0.0711, -0.0245, -0.0246], [0.0214, 0.0064, -0.0070], [0.0297, 0.0308, -0.0548], [-0.0774, -0.0667, 0.0490], [0.0426, 0.0438, -0.0091], [-0.0275, 0.0696, 0.0600], [-0.0111, -0.1104, 0.0797], [0.1583, -0.0648, -0.1868], [-0.1962, 0.1699, 0.2878], [0.1244, 0.2357, -0.2676], [0.0459, -0.0499, -0.1197], [0.2709, 0.2517, -0.4086], [0.0207, -0.0889, 0.0129], [-0.1632, 0.2609, 0.2784], [-0.0030, 0.0372, -0.0197], [-0.0423, -0.0046, 0.0707], [-0.0092, -0.0108, 0.0203], [0.3183, -0.0227, -0.0190], [-0.2647, -0.0335, 0.3258], [0.0984, 0.0121, -0.0133], [0.1394, 0.0180, -0.0729], [0.0286, -0.0257, -0.0181], [0.0013, -0.0254, -0.0061], [-0.0872, 0.0914, 0.0384], [0.0346, -0.0925, -0.0275], [-0.0130, 0.0501, 0.0332], [-0.0146, 0.0081, -0.0045], [0.1018, 0.0433, -0.0571], [0.0521, -0.2135, 0.0275], [-0.1017, 0.0126, 0.0179], [0.0408, 0.0338, -0.0486], [-0.0738, -0.0286, 0.0218], [0.0751, 0.0100, 0.0322], [-0.0906, 0.0487, -0.2615], [0.0498, 0.0385, 0.2466], [0.0302, 0.0187, -0.0733], [-0.0626, -0.0337, 0.0208], [0.0678, 0.0390, 0.0218], [-0.0743, 0.0304, 0.0079], [0.1461, -0.0820, -0.0325], [-0.0034, 0.0091, -0.0022], [-0.0051, 0.0064, -0.0004], [0.0301, -0.0194, -0.0093], [-0.0067, -0.0011, 0.0071], [0.0030, -0.0072, 0.0017], [0.0164, -0.0227, 0.0010], [0.0077, 0.0031, 0.0019], [0.0025, 0.0019, 0.0055], [0.0016, 0.0020, -0.0023], [0.0007, 0.0014, -0.0031], [0.0053, 0.0047, -0.0050], [0.0054, 0.0007, -0.0036], [0.0027, -0.0318, -0.0085], [0.0986, -0.0139, 0.0888], [0.0354, -0.0710, -0.0040], [0.0178, -0.0201, -0.1545], [-0.0581, 0.1556, 0.1040], [-0.1161, -0.1605, 0.0980], [-0.2828, 0.2114, -0.0272], [0.1681, -0.0419, 0.0764], [-0.1120, 0.1436, -0.0300], [0.1548, 0.0032, -0.1142], [0.0905, -0.0467, 0.1766], [-0.1760, -0.0449, -0.0333], [0.0087, 0.0105, -0.0090], [0.0406, -0.0364, 0.0259], [0.0263, -0.0090, -0.0009], [0.0125, 0.0091, -0.0103], [0.0035, -0.0079, -0.0187], [0.0006, 0.0023, -0.0355], [-0.0003, 0.0243, -0.0088], [-0.0217, 0.0341, 0.0042], [-0.0027, 0.0163, -0.0338], [0.0052, 0.0201, -0.0440], [-0.0181, 0.0091, -0.0315], [0.0275, 0.0672, 0.0222], [0.0444, -0.0074, -0.0348], [0.0206, -0.0185, -0.0230], [0.0143, -0.0123, -0.0079], [0.0193, -0.0048, -0.0223], [0.0146, -0.0347, 0.0160], [0.0087, 0.0046, 0.0283], [-0.0208, -0.0143, -0.0016], [-0.0128, -0.0050, -0.0114], [0.0024, -0.0241, -0.0112], [-0.0245, -0.0105, 0.0024]],
  "lowdin_charge": [1.5665, -0.1143, -0.2741, -0.1202, -0.1943, -0.2626, -0.1354, -0.2385, -0.1797, 0.0085, -0.2529, 0.0504, 0.0174, -0.2406, 0.0562, -0.1449, 0.0501, 0.0900, 0.0663, 0.0536, 0.0819, 0.0722, 0.0778, 0.1221, 0.1081, 0.0637, 0.1149, 0.1135, -0.0742, -0.7027, -0.0501, -0.0959, -0.0144, -0.1769, -0.0235, -0.1871, 0.0591, -0.6329, 0.0264, -0.3912, 0.1054, 0.0652, 0.1208, 0.1863, -0.6472, -0.0835, -0.1111, -0.1041, -0.0944, -0.0951, -0.3702, -0.1299, -0.0918, 1.2963, -0.3370, -0.0907, -0.0890, -0.0901, -0.0280, -0.2020, -0.1902, -0.0168, -0.0852, -0.0858, -0.1027, -0.3670, 0.0948, 0.0975, 0.0957, 0.0944, 0.1007, 0.0984, 0.1011, 0.1030, 0.1080, 0.1094, 0.1028, 0.1051, 0.1084, -0.1915, 0.3974, -0.1884, -0.1829, -0.5820, 1.1918, -0.5847, 0.4046, -0.1976, -0.1724, -0.1855, 0.0256, -0.0055, 0.0252, 0.0193, 0.0209, 0.0193, 0.0318, 0.0118, -0.0122, -0.0088, -0.0006, -0.0108, 0.0095, 0.0126, 0.0187, 0.0235, 0.0252, 0.0166, 0.0242, 0.0222, 0.0183, 0.0305],
  "total_charge": -2,
  "de_lowest_kj_mol": 33.42,
  "homo_lumo_gap_ev": 6.1
}